The following is a quantum chemistry calculation of one molecule with the formula C4H8O2, from the Open Molecules 2025 dataset.

Last column: natural (NBO) charge in e.
Geometry (Å):
O -0.528 -1.652 0.374  -0.75
O 0.374 -0.421 -1.549  -0.77
C 1.289 0.213 -0.668  -0.09
C -0.643 -0.079 0.997  0.03
C -1.016 0.899 0.052  -0.60
C 0.432 0.788 0.483  -0.29
H 2.011 -0.527 -0.305  0.18
H 1.832 1.008 -1.195  0.18
H -0.122 -1.376 -0.582  0.52
H -0.905 -0.286 2.029  0.21
H -1.447 -1.907 0.188  0.50
H 0.945 1.439 1.195  0.21
H -0.502 0.200 -1.274  0.45
H -1.719 1.701 0.255  0.23

Forces on atoms 1 to 6 (eV/Å):
-0.15 -0.06 -0.16
-0.19 0.04 0.08
0.15 0.03 0.09
-0.01 0.18 0.05
-0.19 0.11 0.18
0.20 -0.04 -0.04

Computed properties:
Charge: 0
ΔE to the lowest compared entry with this formula, charge and spin in kJ/mol: 469.6
HOMO-LUMO gap in eV: 8.95
Strongest force on any atom in eV/A: 0.283
HOMO level in eV: -8.3